{"formula": "C3H5NOS", "method": "ωB97M-V with the def2-TZVPD basis set", "homo_energy_ev": [-5.435, -8.166], "total_charge": 0, "homo_lumo_gap_ev": [6.038, 6.057], "multiplicity": 3, "elements": ["C", "C", "C", "N", "O", "S", "H", "H", "H", "H", "H"], "xyz": [[0.91958, 0.69204, -0.14448], [-1.26318, -1.80719, -0.05444], [0.56893, 1.92865, 0.42393], [1.14829, -0.31745, -0.71488], [-1.29112, -0.62672, 0.18157], [1.20186, -1.76830, -1.28572], [-1.92962, -2.26049, -0.88016], [-0.71176, -2.42140, 0.63455], [1.29941, 2.78920, 0.34706], [0.53242, 1.69905, 1.53011], [-0.47482, 2.09261, -0.03754]], "lowdin_spin": [0.04, 0.73, 0.01, 0.00, 0.91, 0.08, 0.11, 0.11, 0.00, 0.00, 0.00]}

---

{"formula": "C4H9NO2", "method": "ωB97M-V with the def2-TZVPD basis set", "smiles": "C[C@@H](O)CNC=O", "homo_energy_ev": -9.784, "total_charge": 0, "homo_lumo_gap_ev": 10.656, "elements": ["C", "C", "O", "C", "N", "C", "O", "H", "H", "H", "H", "H", "H", "H", "H", "H"], "xyz": [[1.19542, -1.48330, -1.28042], [0.19868, -0.39625, -0.90529], [-1.04440, -1.03939, -0.70983], [0.59520, 0.36268, 0.37071], [-0.43151, 1.32649, 0.79698], [-1.31798, 1.23572, 1.80127], [-2.07039, 2.19938, 1.90837], [2.19470, -1.07310, -1.45588], [0.86578, -1.98079, -2.19841], [1.25719, -2.23692, -0.48706], [0.13105, 0.32744, -1.73372], [-1.70119, -0.35315, -0.53015], [0.71668, -0.38757, 1.17044], [1.56875, 0.85207, 0.24241], [-0.81075, 2.28625, 0.55120], [-1.34724, 0.36045, 2.45938]], "nbo_charge": [-0.62, 0.09, -0.72, -0.24, -0.66, 0.51, -0.64, 0.21, 0.23, 0.21, 0.16, 0.47, 0.21, 0.21, 0.44, 0.14]}

---

{"formula": "C30H41N5OsS2", "method": "ωB97M-V with the def2-TZVPD basis set", "homo_energy_ev": -19.216, "total_charge": 4, "homo_lumo_gap_ev": 6.905, "elements": ["Os", "C", "C", "N", "C", "C", "C", "C", "N", "H", "H", "H", "H", "H", "H", "H", "H", "H", "H", "H", "H", "H", "H", "N", "S", "C", "C", "C", "C", "C", "C", "C", "C", "C", "C", "C", "C", "H", "H", "H", "H", "H", "H", "H", "H", "H", "H", "H", "S", "C", "C", "N", "C", "H", "H", "H", "C", "N", "C", "C", "C", "C", "C", "C", "C", "C", "H", "H", "H", "H", "H", "H", "H", "H", "H", "H", "H", "H", "H"], "xyz": [[0.17894, 0.04838, 0.14498], [4.71540, 2.34753, -0.32067], [4.80774, 0.84703, -0.56406], [4.30957, 0.03009, 0.56994], [5.36143, -0.64084, 1.38733], [6.15418, 0.34220, 2.22877], [3.03971, -0.11005, 0.80514], [2.53281, -0.92064, 1.96053], [2.08939, 0.43480, 0.00127], [5.16034, 2.87084, -1.16615], [5.26701, 2.63304, 0.57312], [3.68857, 2.70442, -0.21052], [5.84534, 0.55643, -0.70936], [4.27622, 0.53535, -1.46749], [6.00355, -1.15624, 0.67280], [4.89541, -1.40676, 1.99987], [6.69748, 1.06008, 1.61553], [6.89258, -0.21072, 2.80791], [5.51442, 0.88418, 2.92681], [3.05334, -0.67035, 2.88401], [2.65311, -1.98985, 1.77911], [1.46756, -0.71662, 2.13978], [2.41969, 1.06884, -0.71629], [-0.25318, 1.31501, -1.22667], [0.52098, 1.35001, -2.74165], [-0.12885, 2.77784, -3.52236], [-1.37197, 2.78334, -4.15793], [-1.78761, 3.95307, -4.76716], [-0.97037, 5.08117, -4.74842], [0.27094, 5.05478, -4.12417], [0.70682, 3.89561, -3.50470], [-0.07636, -0.08437, -3.58397], [-1.38953, -0.53931, -3.46483], [-1.77569, -1.64420, -4.20458], [-0.86240, -2.27457, -5.04925], [0.44370, -1.81518, -5.15066], [0.85210, -0.71254, -4.40967], [-1.20897, 1.67071, -1.29058], [-1.98516, 1.89516, -4.21881], [-2.73986, 3.98256, -5.27891], [-1.29928, 5.98470, -5.24487], [0.90686, 5.92918, -4.14018], [1.68582, 3.85344, -3.04337], [-2.10698, -0.03590, -2.82778], [-2.79470, -2.00347, -4.14551], [-1.17815, -3.12536, -5.63896], [1.14369, -2.30496, -5.81425], [1.86606, -0.34040, -4.49581], [-0.35873, -4.32409, -0.65565], [-0.72673, -3.98532, 0.98110], [-0.58670, -2.66760, 1.23917], [-0.17948, -1.93604, 0.12970], [-0.03518, -2.71138, -0.94662], [-1.04000, -4.76489, 1.65946], [-0.78258, -2.17020, 2.17724], [0.24819, -2.32384, -1.91654], [-0.52362, 4.15278, 2.32648], [-0.27837, 3.40191, 3.59551], [-1.28280, 3.79509, 4.64532], [-0.13027, 1.90292, 3.37903], [-1.29747, 1.26118, 2.67363], [-2.50637, 1.09287, 3.35197], [-3.63257, 0.56305, 2.73504], [-3.58176, 0.18770, 1.40267], [-2.38210, 0.32052, 0.70832], [-1.23414, 0.79673, 1.35229], [-0.47694, 5.21732, 2.54173], [-1.51279, 3.89227, 1.95913], [0.23982, 3.88297, 1.59983], [0.62820, 3.70771, 3.95466], [-2.28204, 3.63288, 4.25378], [-1.14280, 4.85196, 4.85951], [-1.10991, 3.20893, 5.54451], [0.02071, 1.47584, 4.37052], [0.78768, 1.78651, 2.80146], [-2.57095, 1.36059, 4.39928], [-4.55127, 0.45295, 3.29588], [-4.46203, -0.19267, 0.90177], [-2.36467, 0.01120, -0.33814]], "lowdin_charge": [1.45, -0.04, -0.15, -0.02, -0.15, -0.04, -0.35, 0.02, -0.07, 0.10, 0.08, 0.06, 0.14, 0.13, 0.14, 0.11, 0.08, 0.10, 0.09, 0.11, 0.12, 0.05, 0.04, -0.42, 1.14, -0.42, -0.05, -0.02, 0.00, -0.02, -0.07, -0.44, -0.11, -0.03, -0.01, -0.02, -0.07, 0.05, 0.11, 0.13, 0.14, 0.13, 0.11, 0.10, 0.13, 0.13, 0.13, 0.12, 1.22, -0.29, -0.19, -0.23, -0.42, 0.11, 0.13, 0.08, 0.03, -0.17, 0.04, -0.07, -0.23, 0.00, 0.00, -0.01, -0.14, -0.27, 0.12, 0.11, 0.10, 0.19, 0.11, 0.12, 0.12, 0.15, 0.12, 0.13, 0.14, 0.14, 0.09]}

---

{"formula": "C6H5F2N3O4", "method": "ωB97M-V with the def2-TZVPD basis set", "homo_energy_ev": [-6.730, -9.455], "total_charge": 0, "homo_lumo_gap_ev": [6.450, 6.491], "multiplicity": 3, "elements": ["C", "C", "C", "C", "C", "C", "N", "N", "N", "O", "O", "O", "O", "F", "F", "H", "H", "H", "H", "H"], "xyz": [[-0.70552, 1.92933, -2.19938], [-0.12383, 0.54072, 0.90708], [-1.11232, 0.59319, -0.18871], [0.69982, -0.79930, 0.96474], [1.93476, -0.34482, 0.21704], [0.16849, -2.04948, 0.08976], [-1.04544, 1.40719, -1.19662], [-2.43402, 0.09035, 0.04318], [2.08134, 0.94498, 0.07315], [-2.52597, -0.60348, 1.05064], [0.83653, 1.53510, 0.58032], [-3.31432, 0.37312, -0.76838], [2.83938, 1.60106, -0.56054], [-0.58329, 0.90947, 2.13418], [2.87531, -1.10946, -0.26540], [-0.45808, 2.82393, -2.71339], [0.78507, -1.01531, 1.95950], [-0.06924, -1.63169, -0.96347], [-0.68536, -2.30318, 0.62582], [0.83668, -2.89171, 0.21050]], "lowdin_spin": [0.70, 0.04, 0.43, 0.02, 0.00, 0.01, 0.34, 0.09, 0.00, 0.16, 0.00, 0.08, 0.00, 0.02, 0.00, 0.09, 0.00, 0.00, 0.00, 0.00]}

---

{"formula": "C10H10", "method": "ωB97M-V with the def2-TZVPD basis set", "smiles": "C=C(C)C#CC#CC(=C)C", "homo_energy_ev": -8.613, "total_charge": 0, "homo_lumo_gap_ev": 9.102, "elements": ["C", "C", "C", "C", "C", "C", "C", "C", "C", "C", "H", "H", "H", "H", "H", "H", "H", "H", "H", "H"], "xyz": [[1.65365, -3.80397, -1.22004], [0.97476, -2.74214, -1.76203], [0.65411, -2.71094, -3.21528], [0.54515, -1.62196, -0.95219], [0.18730, -0.60879, -0.34268], [-0.17524, 0.54370, 0.46223], [-0.51016, 1.54789, 1.07801], [-0.78753, 2.73021, 1.85870], [0.15940, 3.72188, 1.92728], [-2.11838, 2.84301, 2.62177], [1.97612, -4.67810, -1.81256], [1.89748, -3.88203, -0.14061], [-0.38110, -3.02595, -3.38914], [0.75834, -1.72031, -3.63857], [1.29484, -3.38848, -3.79748], [1.00339, 3.64822, 1.30701], [0.09354, 4.54463, 2.64898], [-2.03496, 2.13306, 3.43620], [-2.25707, 3.85695, 2.99311], [-2.93366, 2.61313, 1.93729]], "nbo_charge": [-0.34, -0.09, -0.63, 0.02, -0.04, -0.11, 0.10, -0.10, -0.34, -0.62, 0.20, 0.21, 0.23, 0.23, 0.22, 0.20, 0.20, 0.22, 0.22, 0.22]}

---

{"formula": "CH4S2", "method": "ωB97M-V with the def2-TZVPD basis set", "homo_energy_ev": -9.389, "total_charge": 0, "homo_lumo_gap_ev": 6.566, "elements": ["C", "S", "S", "H", "H", "H", "H"], "xyz": [[0.98110, -0.03492, -0.16484], [-2.63576, 0.08815, -0.20338], [-0.06045, -1.38428, 0.01309], [1.54518, 0.07397, -1.05997], [1.73231, 0.05028, 0.61306], [0.29182, 0.74744, -0.07591], [-1.85420, 0.45937, 0.87793]], "nbo_charge": [-0.84, -0.22, 0.22, 0.22, 0.23, 0.26, 0.13]}

---

{"formula": "C14H14N2O", "method": "ωB97M-V with the def2-TZVPD basis set", "smiles": "CN(Cc1ccccc1)C(=O)c1cccnc1", "homo_energy_ev": -9.405, "total_charge": 0, "homo_lumo_gap_ev": 10.094, "elements": ["C", "N", "C", "C", "C", "C", "C", "C", "C", "C", "O", "C", "C", "C", "C", "N", "C", "H", "H", "H", "H", "H", "H", "H", "H", "H", "H", "H", "H", "H", "H"], "xyz": [[-1.74879, 1.34949, 1.77520], [-1.24810, 0.89311, 0.49842], [0.14207, 1.17533, 0.23332], [1.08182, 0.37996, 1.11200], [0.76430, -0.91311, 1.50567], [1.63818, -1.64030, 2.29415], [2.84136, -1.08427, 2.69349], [3.16512, 0.20403, 2.30368], [2.28824, 0.93287, 1.51994], [-2.04615, 0.14863, -0.30065], [-3.18727, -0.15243, -0.00375], [-1.46234, -0.27098, -1.61704], [-1.51663, 0.57540, -2.72056], [-1.04655, 0.11758, -3.93984], [-0.54343, -1.17345, -4.00791], [-0.50045, -1.98884, -2.96900], [-0.95527, -1.55390, -1.80951], [-1.15663, 0.93079, 2.59133], [-2.78222, 1.02134, 1.86818], [-1.70532, 2.43971, 1.82565], [0.35956, 0.94666, -0.81474], [0.31799, 2.24686, 0.38860], [-0.17578, -1.34946, 1.20128], [1.37838, -2.64392, 2.59624], [3.52362, -1.65214, 3.30807], [4.10099, 0.64488, 2.61370], [2.54283, 1.93970, 1.22010], [-1.92296, 1.57216, -2.62027], [-1.07367, 0.74624, -4.81626], [-0.16110, -1.57854, -4.93549], [-0.91181, -2.26343, -0.99400]], "nbo_charge": [-0.43, -0.42, -0.25, 0.05, -0.25, -0.19, -0.22, -0.20, -0.24, 0.66, -0.61, -0.16, -0.16, -0.25, 0.04, -0.41, 0.05, 0.20, 0.25, 0.19, 0.23, 0.20, 0.21, 0.21, 0.21, 0.21, 0.21, 0.22, 0.22, 0.19, 0.20]}

---

{"formula": "C22H25GeIMnN2O8", "method": "ωB97M-V with the def2-TZVPD basis set", "homo_energy_ev": [-1.712, -3.341], "total_charge": -2, "homo_lumo_gap_ev": [5.037, 7.106], "multiplicity": 6, "elements": ["Mn", "O", "C", "O", "C", "C", "C", "C", "C", "N", "C", "O", "O", "H", "H", "H", "O", "C", "O", "C", "C", "C", "N", "C", "C", "C", "O", "O", "H", "H", "H", "I", "C", "C", "C", "C", "Ge", "C", "C", "C", "C", "H", "H", "H", "H", "H", "H", "H", "H", "H", "H", "H", "H", "H", "H", "H", "H", "H", "H", "H"], "xyz": [[-0.46634, 2.62722, 1.69365], [-4.19159, 1.18678, 1.68887], [-3.10632, 1.66373, 1.44216], [-2.16529, 1.94786, 2.30014], [-2.71567, 2.04989, 0.02507], [-3.48216, 2.04539, -1.12193], [-2.90159, 2.52565, -2.29142], [-1.58322, 2.97070, -2.29831], [-0.87333, 2.88826, -1.12140], [-1.46471, 2.46522, -0.01794], [0.57967, 3.23979, -0.84839], [1.33410, 3.55722, -1.73647], [0.86514, 3.16828, 0.42907], [-4.49393, 1.66716, -1.08734], [-3.47634, 2.53565, -3.20877], [-1.09901, 3.34314, -3.18978], [4.57839, 1.28593, 6.86473], [4.54510, 0.78077, 5.72225], [5.35176, 0.03213, 5.13879], [3.29267, 1.15824, 4.88994], [2.53080, 2.26752, 5.22300], [1.45495, 2.62521, 4.42689], [1.08599, 1.92723, 3.35316], [1.79434, 0.83096, 3.05256], [2.90144, 0.42503, 3.77420], [1.30312, 0.04287, 1.87015], [1.91558, -0.91950, 1.43613], [0.17122, 0.46455, 1.39024], [2.78282, 2.84207, 6.10349], [0.85342, 3.49301, 4.66712], [3.46070, -0.44549, 3.46456], [-0.81647, 4.99613, 2.76161], [1.87942, -1.44514, -5.18170], [1.77070, -1.02198, -3.71883], [1.21923, -2.13538, -2.83034], [1.32889, -1.79589, -1.34426], [0.02744, -0.35770, -0.75827], [-1.57843, -1.36615, -0.09509], [-2.30124, -2.18171, -1.17848], [-1.91028, -3.66299, -1.18859], [-2.50975, -4.42565, -0.00780], [2.27943, -0.63311, -5.79439], [0.89723, -1.71936, -5.57644], [2.54528, -2.30566, -5.29223], [1.09714, -0.16732, -3.63202], [2.75527, -0.71815, -3.35132], [1.76979, -3.06546, -3.03098], [0.16801, -2.29892, -3.09322], [2.33060, -1.46897, -1.07155], [1.05132, -2.63043, -0.69722], [-0.83238, -0.04896, -2.42549], [-2.25703, -0.67133, 0.39733], [-1.14961, -2.00541, 0.68443], [-2.06706, -1.73765, -2.15185], [-3.38757, -2.11094, -1.04409], [-0.82138, -3.75044, -1.17504], [-2.26402, -4.12227, -2.11823], [-2.21095, -3.97060, 0.93768], [-2.19345, -5.47175, -0.00082], [-3.60186, -4.39927, -0.05723]], "lowdin_spin": [3.78, 0.01, 0.01, 0.01, 0.01, 0.01, 0.01, 0.00, 0.03, 0.01, 0.02, 0.01, 0.02, 0.00, 0.00, 0.00, 0.00, 0.00, 0.00, 0.00, 0.00, 0.00, 0.03, 0.01, 0.00, 0.02, 0.01, 0.18, 0.00, 0.00, 0.00, 0.08, 0.00, 0.00, 0.02, 0.09, 0.40, 0.03, 0.02, 0.00, 0.00, 0.00, 0.00, 0.00, 0.00, 0.00, 0.01, 0.00, 0.00, 0.01, 0.13, 0.00, 0.00, 0.01, 0.00, 0.00, 0.00, 0.00, 0.00, 0.00]}